DFT (ωB97M-V/def2-TZVPD) results for a molecular structure, C33H48BF3N2P2Ru in a non-equilibrium geometry.

Each line ends with the natural charge from an NBO analysis.
Cartesian coordinates (Å):
Ru: -0.1253 -0.1257 0.6054  0.339
C: -2.3474 2.5804 2.9161  -0.619
C: -1.8319 3.1366 1.5809  -0.344
C: -2.8786 2.8315 0.5029  -0.615
C: -1.6540 4.6600 1.6628  -0.623
P: -0.2829 2.2597 1.0927  1.095
C: 0.2728 3.0706 -0.4947  -0.533
N: 0.0755 2.0889 -1.5660  -0.708
B: -0.0167 0.6636 -1.2319  0.909
N: -0.4326 0.0080 -2.4858  -0.667
C: -0.8733 -1.3909 -2.4534  -0.537
P: -1.5565 -1.7460 -0.7425  1.077
C: -3.3510 -1.2537 -0.8135  -0.347
C: -3.4165 0.1474 -1.4417  -0.618
C: -3.8835 -1.1696 0.6241  -0.617
C: -4.2599 -2.1586 -1.6521  -0.620
C: -1.3232 -3.5800 -0.5798  -0.338
C: 0.1596 -3.8550 -0.2915  -0.614
C: -2.1333 -4.0866 0.6234  -0.619
C: -1.7032 -4.3452 -1.8589  -0.625
C: -0.6445 0.9421 -3.4106  0.250
C: -1.1340 0.8338 -4.7324  -0.260
C: -1.2918 1.9884 -5.4281  -0.122
C: -0.9772 3.2857 -4.8590  -0.089
C: -0.5035 3.4359 -3.5907  -0.300
C: -0.3283 2.2631 -2.8342  0.330
C: 1.0845 2.3826 2.3603  -0.331
C: 0.8363 1.2123 3.3342  -0.601
C: 1.1684 3.6787 3.1711  -0.621
C: 2.4290 2.2011 1.6388  -0.625
H: -3.3590 2.9598 3.0803  0.242
H: -1.7423 2.8944 3.7644  0.223
H: -2.4069 1.4891 2.9157  0.213
H: -3.7641 3.4422 0.6975  0.245
H: -3.1851 1.7865 0.5270  0.217
H: -2.5387 3.0757 -0.5094  0.202
H: -2.6088 5.0917 1.9752  0.241
H: -1.4154 5.1061 0.6951  0.209
H: -0.9078 4.9741 2.3836  0.229
H: 1.3279 3.3211 -0.4085  0.255
H: -0.2796 3.9838 -0.7042  0.246
H: -0.0144 -2.0442 -2.5991  0.252
H: -1.5921 -1.5915 -3.2459  0.245
H: -2.7045 0.8484 -1.0078  0.205
H: -4.4153 0.5583 -1.2737  0.240
H: -3.2611 0.1149 -2.5236  0.211
H: -3.2661 -0.5226 1.2524  0.203
H: -3.9491 -2.1435 1.1081  0.232
H: -4.8898 -0.7430 0.5989  0.234
H: -3.9169 -2.2538 -2.6841  0.211
H: -5.2537 -1.7034 -1.6901  0.236
H: -4.3813 -3.1543 -1.2337  0.223
H: 0.4816 -3.4337 0.6608  0.221
H: 0.8264 -3.4743 -1.0687  0.208
H: 0.2891 -4.9396 -0.2500  0.237
H: -1.9104 -3.5269 1.5349  0.217
H: -1.8512 -5.1264 0.8041  0.240
H: -3.2083 -4.0665 0.4611  0.219
H: -1.0494 -4.0976 -2.6981  0.210
H: -2.7344 -4.2086 -2.1676  0.225
H: -1.5660 -5.4118 -1.6625  0.241
H: -1.3544 -0.1283 -5.1752  0.249
H: -1.6536 1.9523 -6.4474  0.249
H: -1.1198 4.1620 -5.4788  0.247
H: -0.2583 4.4099 -3.1891  0.250
H: -0.0711 1.3427 3.9212  0.232
H: 1.6793 1.1323 4.0254  0.245
H: 0.7511 0.2392 2.8317  0.177
H: 0.3091 3.8367 3.8202  0.220
H: 1.3019 4.5573 2.5390  0.220
H: 2.0524 3.6114 3.8116  0.238
H: 2.4358 1.4278 0.8724  0.224
H: 3.1783 1.9216 2.3837  0.232
H: 2.7559 3.1411 1.1916  0.221
F: 8.2359 -4.3689 1.0269  -0.308
C: 7.9453 -3.2399 1.6797  0.967
F: 8.8481 -2.3150 1.3328  -0.308
F: 8.0866 -3.4678 2.9883  -0.306
C: 6.5461 -2.7598 1.3618  -0.068
C: 6.0802 -1.6048 1.9825  -0.186
C: 4.8139 -1.1386 1.6979  -0.092
C: 4.0047 -1.8409 0.7945  -0.240
C: 4.4736 -3.0069 0.1863  -0.132
C: 5.7529 -3.4587 0.4669  -0.176
C: 2.6947 -1.3766 0.4821  0.231
C: 1.5592 -0.9748 0.1755  -0.377
H: 6.7133 -1.0748 2.6821  0.248
H: 4.4365 -0.2395 2.1697  0.215
H: 3.8414 -3.5477 -0.5060  0.230
H: 6.1306 -4.3543 -0.0050  0.255

## Properties
Multiplicity   5
Net charge   +2
HOMO (alpha / beta)   -0.4800 / -0.5204 Eh
Orbital gap (alpha / beta)   0.2810 / 0.2056 Ha
Energy   -67954.3505 eV